1.
{
  "formula": "C25H30BN9NdO4PS2",
  "method": "ωB97M-V with the def2-TZVPD basis set",
  "species": ["Nd", "N", "N", "C", "N", "N", "N", "O", "O", "H", "H", "H", "H", "H", "O", "C", "O", "C", "C", "C", "C", "C", "C", "P", "C", "C", "C", "C", "C", "C", "C", "C", "C", "C", "C", "C", "H", "H", "H", "H", "H", "H", "H", "H", "H", "H", "H", "H", "H", "H", "S", "C", "N", "C", "N", "C", "S", "N", "C", "H", "H", "H", "H", "H", "H", "H", "H", "B", "C", "N", "H", "H", "H"],
  "xyz": [[-2.3030, 0.0289, 1.2146], [-1.9484, 2.7484, 1.2703], [-2.5871, 3.2941, 2.4411], [-3.6518, 2.6735, 2.9366], [-4.4635, 3.4417, 3.7261], [-3.8097, 1.4215, 2.5144], [-4.8208, 0.5536, 3.0350], [-4.7599, -0.5898, 2.5404], [-5.6693, 0.9953, 3.8308], [-1.0216, 3.1337, 1.1743], [-2.3628, 3.0226, 0.3689], [-2.6318, 4.3126, 2.5130], [-3.9497, 4.2221, 4.1494], [-5.0894, 2.9357, 4.3567], [0.1931, 0.1345, 1.9902], [0.6039, 0.1577, 0.7702], [-0.1791, 0.2488, -0.2484], [2.1109, 0.0847, 0.5660], [2.8832, 0.1959, 1.7264], [4.2966, 0.2675, 1.5495], [4.8106, 0.2705, 0.2586], [4.0141, 0.1826, -0.8858], [2.6074, 0.1497, -0.7792], [1.6938, 0.5808, -2.3114], [2.4151, 2.0547, -2.9265], [3.6421, 1.9661, -3.5577], [4.2125, 3.0584, -4.1605], [3.7244, 4.3331, -3.7790], [2.5220, 4.4515, -3.0561], [1.8547, 3.2880, -2.6675], [2.2909, -0.8803, -3.2636], [2.8028, -2.0421, -2.7042], [3.1597, -3.1219, -3.5198], [2.6468, -3.1522, -4.7752], [2.0408, -1.9933, -5.4008], [1.9292, -0.8594, -4.6751], [2.4632, 0.4180, 2.7227], [4.9990, 0.3261, 2.4107], [5.8848, 0.1681, 0.1426], [4.5885, 0.1468, -1.8485], [4.1032, 0.9632, -3.6473], [5.1047, 3.0094, -4.7773], [4.3943, 5.1734, -3.9746], [2.1116, 5.4681, -2.8963], [0.8757, 3.3735, -2.1772], [2.9978, -2.0599, -1.6422], [3.7349, -4.0041, -3.1904], [2.7189, -4.0224, -5.3713], [1.7147, -2.0230, -6.4673], [1.5162, 0.0271, -5.1404], [-1.1498, -4.3354, -0.6075], [-1.9108, -3.1777, 0.1439], [-2.4342, -2.2718, 0.6847], [0.1111, -3.9025, 3.9958], [-0.5308, -2.6697, 3.5049], [-1.5768, -2.0780, 4.1730], [-1.7797, -0.4203, 4.2898], [-2.5722, -2.8298, 4.7246], [-3.1965, -3.9518, 4.0796], [0.1049, -3.9414, 5.0940], [1.1270, -4.0368, 3.5794], [-0.4450, -4.7623, 3.6655], [0.1022, -1.9071, 3.2401], [-3.1460, -2.1938, 5.2048], [-2.6592, -4.2416, 3.1897], [-4.3103, -3.8282, 3.9217], [-3.1205, -4.8071, 4.7656], [-4.7429, 1.2336, -3.0810], [-4.1021, 0.9401, -1.7384], [-3.4749, 0.6857, -0.8010], [-5.5549, 0.3525, -3.4540], [-3.8421, 1.2779, -3.9326], [-5.3109, 2.3318, -3.0073]],
  "forces_ev_per_a": [[2.0, -1.4, -0.9], [-0.2, 0.1, 0.1], [1.2, 1.3, -1.7], [-1.8, -0.8, 0.5], [1.0, -0.6, 0.4], [-1.3, -0.4, 1.0], [-0.7, 0.8, -0.1], [0.0, 2.3, 1.1], [1.7, -1.3, -1.4], [0.5, -0.2, 0.7], [-0.8, 0.0, 0.6], [0.2, -0.4, -0.2], [-0.6, -0.4, -0.1], [0.2, 0.2, -0.4], [-0.8, 0.0, -1.6], [-0.3, -0.1, -0.4], [0.1, -0.1, 2.6], [-1.4, 0.9, -0.9], [2.0, 0.5, -0.5], [-0.8, 0.1, 0.4], [0.2, -1.1, 0.1], [0.4, 0.1, 0.2], [1.7, 0.9, 1.5], [-2.5, -2.5, 0.8], [1.8, 0.1, 0.4], [0.5, -1.1, -1.4], [0.2, 1.6, 1.0], [0.1, -0.7, 0.0], [0.7, 0.4, -0.6], [-0.8, 0.9, -0.1], [-0.7, 0.6, -1.7], [0.7, 0.9, 0.0], [-0.5, -0.7, 0.4], [-0.6, 1.7, -1.8], [0.6, -1.8, -0.3], [0.3, 0.2, 1.7], [-0.1, -0.7, -0.8], [-0.8, 0.0, -0.7], [0.0, 0.4, -0.1], [-1.1, 0.1, 0.9], [-0.3, 0.8, -0.3], [0.0, -0.2, 0.2], [-0.7, 0.1, -0.3], [0.3, -0.9, 0.2], [0.4, -0.2, -0.2], [0.2, -0.1, 0.0], [-0.5, 0.6, 0.3], [0.3, -0.8, -0.5], [0.3, -0.1, 1.1], [0.0, 0.1, 0.2], [0.5, -1.0, -0.4], [0.0, 0.5, 0.1], [-0.5, 0.8, 0.7], [-0.1, -0.2, 0.0], [-0.2, 1.4, 1.2], [-0.1, -1.6, -0.8], [0.2, 1.0, 0.1], [1.6, 0.4, -0.9], [-1.0, -1.6, 0.9], [0.3, 0.2, -0.2], [-0.6, 0.5, 0.3], [-0.3, -0.4, -0.2], [-0.1, -0.6, -0.3], [-1.2, 0.5, 0.7], [-0.2, 0.3, -0.5], [1.4, 0.3, -0.2], [-0.1, -0.1, -0.2], [-1.1, 0.4, -1.9], [0.5, -0.5, -0.1], [0.1, 0.1, 1.1], [0.6, 0.5, 0.6], [-0.2, 0.0, 0.6], [0.2, -0.4, 0.0]],
  "mulliken_spin": [3.0033, 0.0008, -0.0004, -0.0015, 0.0000, 0.0033, -0.0021, 0.0003, 0.0004, 0.0001, 0.0002, 0.0000, 0.0000, 0.0000, -0.0022, 0.0003, -0.0005, 0.0000, 0.0000, -0.0001, 0.0001, 0.0000, -0.0003, -0.0003, 0.0000, 0.0000, 0.0000, 0.0000, 0.0000, 0.0000, 0.0000, 0.0000, 0.0000, 0.0000, 0.0000, 0.0000, 0.0001, 0.0000, 0.0000, 0.0000, 0.0000, 0.0000, 0.0000, 0.0000, 0.0000, 0.0000, 0.0000, 0.0000, 0.0000, 0.0000, -0.0006, 0.0004, -0.0002, 0.0001, 0.0008, -0.0004, -0.0030, -0.0001, 0.0000, 0.0000, 0.0000, 0.0000, 0.0000, 0.0001, 0.0000, 0.0000, 0.0000, 0.0001, 0.0033, -0.0017, -0.0001, -0.0001, 0.0002],
  "gap_ev": 5.652,
  "spin_multiplicity": 4,
  "homo_ha": -0.265,
  "mol_weight_g_mol": 770.7,
  "relative_energy_kj_mol": 26.4
}

---

2.
{
  "formula": "C25H30FN3O5",
  "method": "ωB97M-V with the def2-TZVPD basis set",
  "species": ["O", "C", "N", "C", "C", "O", "N", "C", "C", "C", "C", "C", "O", "C", "C", "O", "N", "C", "C", "C", "C", "C", "C", "C", "C", "C", "F", "C", "C", "C", "C", "C", "C", "O", "H", "H", "H", "H", "H", "H", "H", "H", "H", "H", "H", "H", "H", "H", "H", "H", "H", "H", "H", "H", "H", "H", "H", "H", "H", "H", "H", "H", "H", "H"],
  "xyz": [[-0.7653, -0.0149, 2.3602], [-1.4659, 0.9612, 2.1127], [-1.0255, 2.2322, 2.1622], [0.3727, 2.5989, 2.2302], [0.8035, 2.9080, 0.7882], [0.6082, 4.0287, 0.3507], [1.2852, 1.9161, 0.0148], [1.3426, 2.1984, -1.4091], [-0.0841, 2.1970, -1.9905], [-0.2029, 1.5718, -3.3949], [-1.4801, 0.7214, -3.3147], [-2.0500, 1.0926, -1.9412], [-0.9380, 1.4279, -1.1494], [1.6413, 0.5818, 0.4483], [1.1409, -0.5194, -0.5280], [1.5984, -0.6672, -1.6446], [0.2392, -1.3373, 0.0237], [-0.2907, -2.4961, -0.6620], [0.2788, -3.8012, -0.0559], [-0.9343, -4.6433, 0.3439], [-2.0052, -3.6002, 0.6455], [-1.8137, -2.5908, -0.4832], [3.1390, 0.4031, 0.6023], [4.0421, 1.4250, 0.3448], [5.4028, 1.2189, 0.4937], [5.8490, -0.0232, 0.9010], [7.1751, -0.2306, 1.0487], [4.9723, -1.0592, 1.1685], [3.6175, -0.8362, 1.0175], [-2.8869, 0.8298, 1.7731], [-3.6915, -0.2819, 1.7492], [-4.9565, 0.1574, 1.3056], [-4.8319, 1.4978, 1.0915], [-3.5922, 1.9142, 1.3716], [-1.6447, 2.9536, 1.8207], [0.9311, 1.8034, 2.7192], [0.4648, 3.5210, 2.8093], [1.9545, 1.4331, -1.8826], [1.7906, 3.1831, -1.5620], [-0.4684, 3.2288, -2.0052], [-0.2674, 2.3437, -4.1592], [0.6617, 0.9437, -3.6003], [-1.2308, -0.3382, -3.3371], [-2.1846, 0.9358, -4.1153], [-2.7230, 1.9609, -2.0271], [-2.5821, 0.2776, -1.4499], [1.1680, 0.3733, 1.4089], [-0.1501, -1.1244, 0.9362], [-0.0050, -2.3861, -1.7111], [0.8666, -3.5515, 0.8283], [0.9298, -4.3208, -0.7559], [-1.2536, -5.2667, -0.4927], [-0.7247, -5.2909, 1.1936], [-1.7981, -3.1287, 1.6077], [-3.0101, -4.0196, 0.6683], [-2.2724, -2.9668, -1.3985], [-2.2439, -1.6168, -0.2548], [3.6883, 2.3950, 0.0329], [6.1121, 2.0069, 0.2963], [5.3529, -2.0166, 1.4871], [2.9203, -1.6346, 1.2226], [-3.4087, -1.2755, 2.0277], [-5.8341, -0.4391, 1.1655], [-5.5328, 2.2357, 0.7533]],
  "forces_ev_per_a": [[-0.1, -0.2, 0.1], [0.0, 0.5, 0.1], [-0.2, 0.2, 0.1], [0.2, 0.0, -0.1], [0.2, -0.1, 0.6], [-0.2, 0.3, -0.1], [0.2, 0.0, -0.2], [-0.1, 0.2, -0.2], [0.2, 0.3, -0.3], [0.1, 0.0, 0.1], [-0.1, 0.0, 0.2], [-0.3, -0.1, -0.3], [0.2, -0.1, 0.1], [0.0, -0.3, 0.1], [-0.1, 0.2, 0.6], [0.2, -0.1, -0.4], [-0.3, -0.2, 0.2], [0.2, 0.0, -0.3], [0.0, -0.2, -0.1], [0.0, 0.0, 0.1], [-0.1, -0.1, -0.2], [0.0, 0.0, 0.1], [0.1, 0.0, 0.0], [-0.2, -0.2, 0.1], [0.3, -0.2, 0.1], [-0.1, 0.1, 0.0], [-0.1, 0.0, 0.0], [0.2, 0.0, 0.0], [0.1, 0.2, 0.0], [-0.4, -1.2, 0.0], [0.7, 0.6, 0.1], [-0.1, 0.6, -0.1], [-0.6, -0.6, -0.1], [0.4, 0.4, 0.0], [0.0, -0.1, 0.0], [-0.1, 0.1, 0.0], [0.1, -0.2, -0.1], [-0.1, 0.1, 0.1], [0.0, -0.1, 0.0], [0.1, -0.1, 0.0], [0.0, 0.0, 0.0], [0.0, 0.0, 0.0], [0.0, 0.0, 0.0], [0.0, -0.1, 0.0], [0.0, -0.1, 0.0], [0.0, 0.0, 0.0], [0.1, 0.1, -0.2], [0.1, 0.2, -0.1], [-0.1, 0.0, 0.2], [0.0, 0.0, 0.0], [0.1, 0.0, 0.0], [0.0, -0.1, 0.0], [0.0, -0.1, 0.0], [0.0, 0.0, 0.1], [-0.1, 0.0, 0.1], [0.0, 0.0, 0.0], [0.0, 0.1, -0.1], [-0.1, 0.1, 0.0], [0.1, 0.1, 0.0], [0.1, -0.1, 0.0], [-0.1, -0.1, 0.0], [0.2, -0.2, 0.1], [-0.2, -0.1, 0.0], [0.0, 0.2, 0.0]],
  "nbo_charge": [-0.6729, 0.6560, -0.5726, -0.3116, 0.6829, -0.6383, -0.4273, -0.2489, 0.0841, -0.4239, -0.4318, -0.0622, -0.5545, -0.1708, 0.7042, -0.6603, -0.6268, -0.0569, -0.4141, -0.4009, -0.4101, -0.4099, 0.0410, -0.2109, -0.2792, 0.3962, -0.3265, -0.2771, -0.2007, 0.1512, -0.2407, -0.3185, 0.1213, -0.3949, 0.4181, 0.2308, 0.2311, 0.2464, 0.2258, 0.1812, 0.2092, 0.2256, 0.2109, 0.2104, 0.1587, 0.1904, 0.2522, 0.4336, 0.2331, 0.2057, 0.2187, 0.1965, 0.2123, 0.1962, 0.2109, 0.2076, 0.2164, 0.2216, 0.2292, 0.2291, 0.2145, 0.2439, 0.2357, 0.2098],
  "smiles": "O=C(NCC(=O)N(C[C@H]1CCCO1)[C@@H](C(=O)NC1CCCC1)c1ccc(F)cc1)c1ccco1",
  "gap_ev": 9.370,
  "spin_multiplicity": 1,
  "homo_ha": -0.327,
  "mol_weight_g_mol": 471.5,
  "relative_energy_kj_mol": 0.0
}

---

3.
{
  "formula": "C25H30N4O3",
  "method": "ωB97M-V with the def2-TZVPD basis set",
  "species": ["C", "C", "C", "C", "N", "C", "O", "C", "C", "C", "C", "C", "N", "C", "N", "C", "O", "C", "N", "C", "C", "O", "C", "C", "C", "C", "C", "C", "C", "C", "C", "C", "H", "H", "H", "H", "H", "H", "H", "H", "H", "H", "H", "H", "H", "H", "H", "H", "H", "H", "H", "H", "H", "H", "H", "H", "H", "H", "H", "H", "H", "H"],
  "xyz": [[4.4585, 0.3208, 1.8135], [3.1108, 0.9803, 2.1047], [3.2386, 2.5050, 2.0662], [2.5787, 0.5164, 3.4589], [2.1212, 0.5723, 1.1020], [2.2205, 0.7607, -0.2204], [3.1547, 1.2695, -0.8008], [0.9383, 0.3643, -1.0025], [0.0522, 1.5803, -0.9329], [-0.5605, 2.0009, 0.2439], [-1.3428, 3.1420, 0.2259], [-1.4769, 3.8335, -0.9686], [-0.8835, 3.4565, -2.0867], [-0.1409, 2.3671, -2.0660], [0.3152, -0.8359, -0.4593], [1.0263, -1.9799, -0.2661], [0.5644, -2.9878, 0.2218], [2.4533, -1.9191, -0.7060], [3.4840, -2.2035, 0.0283], [4.5569, -2.0930, -0.8031], [4.1109, -1.7526, -2.0404], [2.7707, -1.6436, -1.9839], [-1.0879, -0.8492, -0.2183], [-1.5855, -1.2141, 1.0221], [-2.9498, -1.2011, 1.2551], [-3.8493, -0.8166, 0.2691], [-5.3516, -0.7625, 0.4931], [-5.8342, 0.6772, 0.2647], [-6.0409, -1.7082, -0.5002], [-5.7527, -1.1834, 1.9093], [-3.3293, -0.4682, -0.9759], [-1.9729, -0.4893, -1.2260], [4.3489, -0.7607, 1.7992], [5.1800, 0.5985, 2.5768], [4.8268, 0.6467, 0.8449], [3.9582, 2.8390, 2.8081], [2.2783, 2.9747, 2.2706], [3.5769, 2.8197, 1.0829], [3.2715, 0.7990, 4.2464], [1.6143, 0.9742, 3.6730], [2.4698, -0.5663, 3.4708], [1.3379, 0.0393, 1.4465], [1.2340, 0.2101, -2.0481], [-0.4430, 1.4446, 1.1619], [-1.8352, 3.4870, 1.1216], [-2.0805, 4.7284, -1.0369], [0.3261, 2.1038, -3.0066], [5.5523, -2.2623, -0.4507], [4.5929, -1.5688, -2.9775], [-0.9093, -1.5229, 1.8046], [-3.2969, -1.4938, 2.2321], [-5.6254, 1.0104, -0.7480], [-5.3363, 1.3550, 0.9552], [-6.9073, 0.7423, 0.4307], [-5.6757, -2.7241, -0.3660], [-5.8529, -1.4115, -1.5281], [-7.1162, -1.7029, -0.3361], [-5.4514, -2.2081, 2.1127], [-6.8344, -1.1256, 2.0107], [-5.3113, -0.5256, 2.6545], [-3.9899, -0.1769, -1.7777], [-1.6004, -0.2257, -2.2043]],
  "forces_ev_per_a": [[-0.1, 0.0, 0.0], [0.3, 0.2, 0.1], [0.0, -0.2, 0.0], [0.1, 0.1, -0.3], [-0.1, -0.1, 0.5], [-0.4, -0.2, -0.3], [0.2, 0.2, -0.2], [0.5, 0.4, -0.3], [-0.2, 0.3, -0.1], [0.0, 0.2, -0.1], [0.1, -0.1, 0.0], [-0.1, 0.0, 0.2], [-0.1, 0.4, -0.4], [0.2, -0.5, 0.2], [-0.5, 0.3, 0.0], [-0.1, -0.3, -0.1], [0.2, 0.0, 0.0], [0.9, -0.6, 0.5], [-1.0, -0.1, 0.3], [0.0, 0.2, -0.8], [0.8, -0.2, 0.5], [-0.6, 0.1, -0.2], [-0.4, -0.3, 0.1], [0.2, 0.1, -0.2], [-0.1, 0.1, 0.0], [0.0, 0.0, 0.1], [-0.2, 0.0, 0.0], [0.0, -0.2, 0.0], [0.1, 0.1, 0.1], [0.1, 0.1, -0.2], [0.0, 0.0, 0.0], [0.1, -0.2, 0.1], [0.0, -0.1, 0.1], [0.1, 0.1, 0.1], [0.1, 0.0, -0.1], [0.1, 0.1, 0.1], [-0.1, 0.0, 0.0], [0.0, 0.1, -0.1], [0.1, 0.0, 0.1], [-0.1, 0.1, 0.0], [0.0, -0.1, 0.0], [0.0, 0.0, -0.1], [0.0, 0.1, 0.3], [0.0, 0.0, 0.0], [-0.1, 0.0, 0.1], [-0.1, 0.1, 0.1], [0.1, -0.1, -0.1], [0.3, 0.0, 0.0], [0.0, 0.1, -0.2], [0.1, 0.0, 0.1], [-0.1, 0.0, 0.1], [0.0, 0.1, -0.1], [0.0, 0.1, 0.1], [-0.1, 0.0, 0.0], [0.0, -0.1, 0.0], [0.0, 0.0, -0.1], [-0.1, 0.0, 0.0], [0.0, -0.1, 0.1], [-0.1, 0.0, 0.0], [0.1, 0.0, 0.1], [-0.1, 0.0, -0.1], [0.0, 0.0, -0.1]],
  "nbo_charge": [-0.6325, 0.1275, -0.6196, -0.6141, -0.6405, 0.7001, -0.6245, -0.1533, -0.0636, -0.1524, -0.2528, 0.0398, -0.4093, 0.0457, -0.4581, 0.6346, -0.5482, 0.3746, -0.4201, -0.1129, 0.0743, -0.3928, 0.1174, -0.1440, -0.2370, 0.0095, -0.0782, -0.5933, -0.5942, -0.6046, -0.2025, -0.2042, 0.2293, 0.2065, 0.2358, 0.2097, 0.2052, 0.2365, 0.2233, 0.2050, 0.2161, 0.4038, 0.2388, 0.2182, 0.2213, 0.1945, 0.1946, 0.2217, 0.2166, 0.2163, 0.2179, 0.2077, 0.2099, 0.2077, 0.2137, 0.2065, 0.2076, 0.2112, 0.2133, 0.2084, 0.2129, 0.2197],
  "smiles": "CC(C)(C)NC(=O)[C@H](c1cccnc1)N(C(=O)c1ncco1)c1ccc(C(C)(C)C)cc1",
  "gap_ev": 9.425,
  "spin_multiplicity": 1,
  "homo_ha": -0.327,
  "mol_weight_g_mol": 434.5,
  "relative_energy_kj_mol": 240.4
}